Formula: C3H4MgO4
Source: the Open Molecules 2025 dataset
Level of theory: ωB97M-V/def2-TZVPD

Kohn-Sham gap (eV): 5.74
LUMO (hartree): -0.4578
Net charge: +2
Max |F| (Eh/bohr): 0.09332
ΔE to the lowest compared entry with this formula, charge and spin (kcal per mole): 0.0
HOMO energy (hartree): -0.6686

Atoms and positions in Å:
1 C 0.0886 0.4629 1.2472
2 C -0.8967 0.9002 0.1705
3 O -0.4094 0.3671 -1.0710
4 C 0.5389 -0.5027 -0.9025
5 O -0.3983 -0.3996 2.1325
6 O 1.1118 -1.0526 -1.8444
7 O 0.8560 -0.7311 0.3311
8 Mg 1.1148 -1.3281 -3.7209
9 H 0.8564 1.1729 1.5758
10 H -0.9383 1.9883 0.0635
11 H -1.8904 0.4813 0.3607
12 H -0.0333 -1.3587 1.6574

Here are the Löwdin charges for atoms 1 to 2, given in e: C -0.15; C 0.01

=====

Formula: C3H4O2S
Source: the Open Molecules 2025 dataset
Level of theory: ωB97M-V/def2-TZVPD

SMILES: COC(=S)C=O
Kohn-Sham gap (eV): 8.32
LUMO (hartree): -0.0299
Net charge: 0
Max |F| (Eh/bohr): 0.10415
ΔE to the lowest compared entry with this formula, charge and spin (kcal per mole): 78.3
HOMO energy (hartree): -0.3356

Atoms and positions in Å:
1 C -1.2241 -0.5401 -0.9363
2 O -0.0403 0.2627 -0.5285
3 C 0.3793 0.0822 0.6488
4 S -0.0476 -1.1836 1.6145
5 C 1.4767 1.0683 0.8146
6 O 2.0569 1.3235 1.8112
7 H -1.2556 -0.5603 -2.2555
8 H -1.0618 -1.7225 -0.4857
9 H -2.3210 -0.1276 -0.5076
10 H 2.0375 1.3974 -0.1754

Here are the Löwdin charges for atoms 1 to 2, given in e: C -0.12; O -0.17